No. 1
The following is a DFT calculation (ωB97M-V with the def2-TZVPD basis set) of C3H3NO2 in the gas phase.

Cartesian coordinates (Å):
C 1.026985 -0.187217 0.024074
C -0.182730 0.636056 0.320842
C 0.464048 -1.506542 0.090604
N -1.028440 -0.486761 0.064286
O 2.188800 0.152762 -0.075686
O -2.303702 -0.201464 -0.089271
H -0.306034 0.981874 1.391116
H -0.302017 1.319611 -0.528426
H 0.675359 -2.581012 -0.170912

Forces on atoms 1 to 3 (eV/Å):
2.05 0.19 1.70
0.09 -0.02 -0.41
-2.78 -0.17 -1.24

Calculated values
E_HOMO (alpha / beta) ... -8.5 / -9.8 eV
Spin multiplicity ... 3
F_max ... 0.0699 hartree/bohr
E_LUMO (alpha / beta) ... -0.136 / -2.785 eV
Orbital gap (alpha / beta) ... 8.388 / 7.004 eV
ΔE to the lowest compared entry with this formula, charge and spin ... 57.1 kcal/mol

=====

No. 2
The following is a DFT calculation (ωB97M-V with the def2-TZVPD basis set) of 2 unconnected molecules or ions with the total composition C2H6FP.

Cartesian coordinates (Å):
C -0.120679 -1.403418 0.267628
C -0.518482 1.347032 -0.244750
F 2.872621 -0.008725 -0.086645
P 0.164455 -0.156640 -1.120414
H 0.121340 -2.424014 -0.152414
H -1.033120 -1.490315 0.774026
H 0.669668 -0.833297 0.880188
H 0.084376 2.275645 -0.403158
H -0.664730 1.026692 0.835452
H -1.575452 1.667037 -0.749912

Forces on atoms 1 to 3 (eV/Å):
2.60 0.69 -2.12
-1.67 0.16 -0.45
-2.08 -0.05 -0.63

Calculated values
E_HOMO (alpha / beta) ... -9.0 / -10.4 eV
Spin multiplicity ... 1
F_max ... 0.0666 hartree/bohr
E_LUMO (alpha / beta) ... -2.472 / -2.130 eV
Orbital gap (alpha / beta) ... 6.571 / 8.295 eV
ΔE to the lowest compared entry with this formula, charge and spin ... 95.8 kcal/mol

=====

No. 3
The following is a DFT calculation (ωB97M-V with the def2-TZVPD basis set) of a molecular structure, C47H58BrCl2N2O3PS2Ti.

Cartesian coordinates (Å):
Ti -1.350151 2.056861 -0.451048
C -1.461250 4.637154 1.759193
N -0.450345 3.701321 1.187553
C 0.494920 4.488912 0.368896
C -0.152036 5.036262 -0.894043
N -0.985302 4.050749 -1.655177
C -2.270682 4.702907 -1.986490
C -0.272386 3.596960 -2.851098
C -0.508416 4.155856 -4.099186
C 0.194868 3.719623 -5.213156
C 1.146039 2.722793 -5.078303
C 1.375462 2.155288 -3.836095
C 0.668683 2.571162 -2.710434
S 0.916951 1.719191 -1.180613
C 0.203871 2.924815 2.230338
C 1.588838 2.969026 2.383457
C 2.235791 2.269942 3.390138
C 1.515992 1.508512 4.288778
C 0.143144 1.436552 4.142340
C -0.525460 2.121388 3.131998
S -2.293854 1.957229 3.136563
H -1.559538 5.498616 1.105145
H -1.131434 4.986748 2.740171
H -2.429828 4.164580 1.848439
H 1.315283 3.848695 0.074068
H 0.893043 5.334486 0.945935
H 0.645714 5.406592 -1.540723
H -0.787342 5.891213 -0.666628
H -2.109111 5.658192 -2.492997
H -2.821936 4.873888 -1.066762
H -2.861081 4.048586 -2.621639
H -1.248035 4.932851 -4.223974
H -0.008730 4.159486 -6.180200
H 1.697297 2.371581 -5.940847
H 2.091382 1.350789 -3.727971
H 2.199943 3.563846 1.725678
H 3.313233 2.338828 3.466554
H 2.010324 0.972921 5.088496
H -0.449735 0.840691 4.823713
Cl -7.674318 -0.311261 1.889397
C -6.314393 0.615873 1.332962
C -6.522157 1.696336 0.497683
C -5.429716 2.420252 0.049377
Cl -5.698027 3.801221 -0.968624
C -4.122214 2.082761 0.405232
O -3.082116 2.773525 -0.063527
C -3.950917 0.998305 1.281316
C -2.566018 0.707227 1.791906
O -1.597919 0.821210 0.813279
C -5.035214 0.269296 1.735017
H -7.519971 1.977156 0.193089
H -2.509828 -0.290751 2.231892
H -4.886045 -0.566351 2.406937
Br -3.917977 -1.223548 -5.872758
C -3.199856 -0.299196 -4.377466
C -1.962009 -0.666027 -3.879618
C -1.442560 0.020285 -2.791016
C -2.130040 1.070879 -2.170460
C -3.381720 1.393539 -2.703282
C -3.920006 0.728818 -3.799631
H -1.407662 -1.475174 -4.337598
H -0.465466 -0.273561 -2.428040
H -3.975437 2.183018 -2.261978
H -4.889949 1.005536 -4.191166
O 1.295361 -0.642046 1.081987
P 1.435017 -2.128625 1.103738
C -0.265435 -2.849991 1.094635
C -0.479477 -4.348582 1.335891
C -0.531805 -5.166541 0.050097
C -1.637077 -4.642689 -0.865556
C -1.445938 -3.167299 -1.211408
C -1.227515 -2.295318 0.025057
C 2.652274 -2.738806 -0.145229
C 3.802642 -1.699562 -0.216545
C 4.480378 -1.727528 -1.582988
C 3.504244 -1.257601 -2.670685
C 2.068394 -1.717742 -2.367110
C 2.097457 -3.004956 -1.552794
C 2.093509 -2.713040 2.719867
C 2.678824 -4.146423 2.772260
C 4.203440 -4.129896 2.841744
C 4.692638 -3.435044 4.119611
C 3.783382 -2.254914 4.507302
C 3.090665 -1.681112 3.276823
H -0.556818 -2.338417 2.023547
H -1.448337 -4.459629 1.837114
H 0.262226 -4.750402 2.027270
H -0.715101 -6.215510 0.294600
H 0.435073 -5.133743 -0.461822
H -2.596649 -4.768531 -0.350799
H -1.693693 -5.238390 -1.779236
H -2.324579 -2.792416 -1.741117
H -0.619968 -3.054126 -1.915223
H -2.202344 -2.181272 0.515199
H -0.920269 -1.288117 -0.256232
H 3.044951 -3.681639 0.244558
H 4.530994 -1.888645 0.573665
H 3.395061 -0.700299 -0.040022
H 4.832568 -2.740694 -1.798851
H 5.366859 -1.090593 -1.572924
H 3.826308 -1.637478 -3.643563
H 3.532574 -0.166794 -2.729856
H 1.504175 -1.852152 -3.293287
H 1.553636 -0.948083 -1.785844
H 2.739675 -3.737476 -2.052209
H 1.116362 -3.462586 -1.494983
H 1.213577 -2.678704 3.373537
H 2.352681 -4.747993 1.921403
H 2.294148 -4.656536 3.660638
H 4.597181 -3.610564 1.963868
H 4.592983 -5.148391 2.792490
H 5.715431 -3.082809 3.967966
H 4.732526 -4.155849 4.939636
H 4.362376 -1.484701 5.020793
H 3.017378 -2.588271 5.215118
H 3.839513 -1.415090 2.526529
H 2.555882 -0.760787 3.498293

Forces on atoms 1 to 3 (eV/Å):
-0.07 0.03 -0.12
0.01 0.00 0.01
-0.01 0.03 -0.05

Calculated values
E_HOMO ... -7.9 eV
Spin multiplicity ... 1
F_max ... 0.0029 hartree/bohr
E_LUMO ... 0.135 eV
Orbital gap ... 8.050 eV
ΔE to the lowest compared entry with this formula, charge and spin ... 9.6 kcal/mol

=====

No. 4
The following is a DFT calculation (ωB97M-V with the def2-TZVPD basis set) of a molecular structure, C16H8N2O4PtS4.

Cartesian coordinates (Å):
Pt 1.346515 0.324963 2.347677
S 0.246836 2.246847 3.422328
S -1.413045 1.640311 4.156247
S -1.439328 -0.359625 4.440069
S 0.186758 -1.189545 3.861170
N -6.099232 -0.558712 -4.230500
C -5.243189 -0.454330 -3.470947
C -4.174819 -0.321879 -2.517895
C -3.953537 -1.324601 -1.576222
C -2.928388 -1.193576 -0.659485
C -2.108495 -0.062132 -0.667446
C -2.338316 0.935910 -1.618338
C -3.362405 0.809808 -2.536878
C -1.041996 0.071000 0.280725
C -0.138325 0.176133 1.078315
H -4.585337 -2.202227 -1.571955
H -2.746038 -1.971912 0.068847
H -1.704881 1.812656 -1.624581
H -3.540085 1.582687 -3.272129
O 5.016427 1.373677 2.707091
C 3.919058 0.897728 2.575737
O 3.064978 0.538411 3.496722
C 3.288390 0.645164 1.205701
C 3.261562 1.630227 0.183579
C 2.763973 1.328064 -1.051711
C 2.273580 0.034040 -1.330678
C 2.322749 -0.919515 -0.363625
C 2.831640 -0.667967 0.930306
N 1.788248 -2.260808 -0.642136
O 1.332973 -2.472590 -1.745289
O 1.833450 -3.069573 0.263579
H 3.657863 2.612287 0.406878
H 2.737996 2.081265 -1.827054
H 1.857278 -0.216272 -2.295721
H 3.087141 -1.495913 1.577620

Forces on atoms 1 to 3 (eV/Å):
0.17 0.12 -0.19
0.10 -0.12 0.03
-0.08 0.10 0.01

Calculated values
E_HOMO (alpha / beta) ... -8.9 / -8.9 eV
Spin multiplicity ... 1
F_max ... 0.0056 hartree/bohr
E_LUMO (alpha / beta) ... -3.599 / -3.600 eV
Orbital gap (alpha / beta) ... 5.281 / 5.280 eV
ΔE to the lowest compared entry with this formula, charge and spin ... 0.0 kcal/mol

=====

No. 5
The following is a DFT calculation (ωB97M-V with the def2-TZVPD basis set) of a molecular structure, C6H9N.

Cartesian coordinates (Å):
C 0.861912 1.871530 -1.569306
C 0.540581 0.672610 -0.729962
C 1.113052 -0.600035 -0.790438
C 0.416138 -1.425768 0.085362
C -0.569591 -0.636214 0.694771
C -1.334552 -0.873066 1.963967
N -0.460908 0.714933 0.179875
H 0.616832 2.792526 -1.033621
H 1.926108 1.894262 -1.825551
H 0.296427 1.867156 -2.508284
H 1.926076 -0.896277 -1.443195
H 0.584485 -2.478279 0.275673
H -2.185167 -0.190075 2.041799
H -1.704609 -1.901163 2.012254
H -0.688111 -0.698531 2.830177
H -1.338672 -0.113610 -0.183520

Forces on atoms 1 to 3 (eV/Å):
0.02 0.05 -0.04
0.04 0.00 -0.03
0.02 0.00 0.00

Calculated values
E_HOMO ... -8.6 eV
Spin multiplicity ... 1
F_max ... 0.0054 hartree/bohr
E_LUMO ... 1.004 eV
Orbital gap ... 9.585 eV
ΔE to the lowest compared entry with this formula, charge and spin ... 47.6 kcal/mol

=====

No. 6
The following is a DFT calculation (ωB97M-V with the def2-TZVPD basis set) of C4H6N2 in the gas phase.

Cartesian coordinates (Å):
H -2.210475 1.219539 -0.777409
N -1.678516 0.354151 -0.850685
C -0.450253 0.453393 -0.438718
C 0.425326 1.515257 -0.880568
N 0.989626 2.476411 -1.160149
C 0.328239 -0.907769 -0.275082
C 0.466499 -0.790746 1.208306
H 1.285548 -0.882992 -0.793402
H -0.330181 -1.716948 -0.579960
H -0.391745 -1.135989 1.774137
H 1.432255 -1.081854 1.605874
H 0.133676 0.497546 1.167655

Forces on atoms 1 to 3 (eV/Å):
0.32 0.39 -0.72
0.54 0.21 2.46
-0.36 -3.28 -5.02

Calculated values
E_HOMO ... -10.5 eV
Spin multiplicity ... 1
F_max ... 0.1167 hartree/bohr
E_LUMO ... -0.362 eV
Orbital gap ... 10.113 eV
ΔE to the lowest compared entry with this formula, charge and spin ... 78.9 kcal/mol
SMILES ... [H]/N=C(\C#N)CC